Here is a single C6H15O2P molecule in a non-equilibrium geometry from the Open Molecules 2025 dataset. Energies are from ωB97M-V/def2-TZVPD.

The geometry in XYZ format:
```
24
Properties=species:S:1:pos:R:3:nbo_charge:R:1
C -0.002 -1.604 -1.324 -0.667
C 0.186 -0.019 -1.066 0.296
C -0.430 0.747 -2.258 -0.620
C 1.668 0.334 -1.119 -0.635
O -0.470 0.504 0.102 -0.852
P -1.038 -0.310 1.385 2.122
C 0.550 -0.705 2.288 -1.025
C -2.103 1.068 2.189 -0.921
O -1.696 -1.604 1.091 -1.104
H 0.997 -1.952 -1.003 0.197
H -0.869 -1.920 -0.727 0.273
H -0.154 -1.874 -2.321 0.210
H -0.106 1.708 -2.022 0.207
H -1.509 0.625 -2.445 0.220
H -0.025 0.298 -3.263 0.202
H 1.748 1.462 -0.831 0.213
H 2.159 -0.162 -0.371 0.200
H 1.884 0.033 -2.221 0.232
H 1.293 -0.891 1.481 0.242
H 0.809 0.139 3.094 0.239
H 0.488 -1.680 2.882 0.256
H -2.744 1.295 1.430 0.240
H -2.426 0.626 3.080 0.237
H -1.344 1.965 2.355 0.238
```

* net charge: 0
* SMILES: CC(C)(C)OP(C)(C)=O

Here is 2 unconnected molecules or ions with the total composition C6H15O3PS in a non-equilibrium geometry from the Open Molecules 2025 dataset. Energies are from ωB97M-V/def2-TZVPD.

The geometry in XYZ format:
```
26
Properties=species:S:1:pos:R:3:nbo_charge:R:1
C 2.880 -0.891 -0.923 -0.618
C 1.308 -0.456 1.819 -0.746
C -2.939 2.051 -1.075 -0.248
C -2.683 -2.154 -0.622 -0.246
C 1.560 -0.102 -0.725 -0.539
C 1.309 0.406 0.623 0.529
O 1.812 1.673 0.880 -0.656
O -1.678 1.284 -0.985 -0.845
O -1.524 -1.247 -0.638 -0.874
P -1.353 0.215 0.233 1.391
S -2.730 0.098 1.630 -0.680
H 3.278 -0.770 -1.972 0.228
H 3.706 -0.569 -0.219 0.216
H 2.631 -1.923 -0.938 0.218
H 1.144 -1.487 1.438 0.250
H 0.642 -0.162 2.606 0.257
H 2.288 -0.452 2.333 0.230
H -3.794 1.457 -1.253 0.187
H -2.680 2.789 -1.844 0.194
H -3.201 2.593 -0.174 0.192
H -3.388 -1.965 0.299 0.215
H -2.258 -3.083 -0.651 0.178
H -3.204 -1.905 -1.643 0.179
H 1.517 0.783 -1.307 0.238
H 0.714 -0.749 -0.951 0.266
H 1.603 1.802 1.822 0.485
```

* net charge: 0

Here is 2 unconnected molecules or ions with the total composition C6H15OPS2 in a non-equilibrium geometry from the Open Molecules 2025 dataset. Energies are from ωB97M-V/def2-TZVPD.

The geometry in XYZ format:
```
25
Properties=species:S:1:pos:R:3:nbo_charge:R:1
C 2.294 -0.499 1.103 -0.631
C 1.291 -0.654 0.022 -0.534
C 1.365 -1.925 -0.796 -0.614
P 1.216 0.727 -1.276 1.005
O 2.805 0.839 -1.500 -1.007
S 0.663 2.187 0.255 -0.389
H 2.152 0.374 1.787 0.223
H 2.331 -1.475 1.628 0.216
H 3.332 -0.461 0.594 0.217
H 0.312 -0.555 0.392 0.226
H 2.244 -1.989 -1.352 0.206
H 0.459 -1.911 -1.430 0.225
H 1.415 -2.856 -0.066 0.208
H 3.036 1.128 -2.438 0.508
H 0.044 2.970 -0.601 0.136
C -3.099 0.914 -0.626 -0.718
C -2.207 -0.020 0.081 0.047
C -1.996 0.264 1.572 -0.717
S -1.605 -1.424 -0.681 -0.061
H -3.358 0.634 -1.685 0.246
H -4.012 1.006 -0.011 0.236
H -2.760 1.947 -0.492 0.239
H -2.567 -0.586 2.105 0.251
H -2.512 1.178 1.832 0.219
H -0.841 0.188 1.581 0.264
```

* net charge: 0
* SMILES: CC(C)P(O)S.CC(C)=S

Here is 2 unconnected molecules or ions with the total composition C6H16 from the Open Molecules 2025 dataset. Energies are from ωB97M-V/def2-TZVPD.

The geometry in XYZ format:
```
22
Properties=species:S:1:pos:R:3:nbo_charge:R:1
C -0.294 -0.995 -2.463 -0.605
C 0.919 -0.137 -2.090 -0.394
C 0.594 1.342 -2.242 -0.604
H -0.035 -2.043 -2.603 0.209
H -0.703 -0.636 -3.413 0.198
H -1.109 -0.851 -1.754 0.201
H 1.180 -0.304 -1.040 0.192
H 1.752 -0.435 -2.722 0.197
H 0.355 1.567 -3.283 0.199
H -0.252 1.646 -1.622 0.201
H 1.432 1.990 -1.980 0.207
C 0.890 -0.427 2.465 -0.604
C -0.606 -0.644 2.355 -0.395
C -1.406 0.639 2.132 -0.605
H 1.392 -1.355 2.745 0.207
H 1.281 -0.150 1.486 0.199
H 1.181 0.314 3.207 0.202
H -0.807 -1.266 1.483 0.193
H -0.972 -1.188 3.231 0.195
H -0.917 1.251 1.367 0.197
H -2.393 0.415 1.722 0.207
H -1.482 1.267 3.018 0.203
```

* net charge: 0
* SMILES: CCC.CCC

Here is 2 unconnected molecules or ions with the total composition C6H16 in a non-equilibrium geometry from the Open Molecules 2025 dataset. Energies are from ωB97M-V/def2-TZVPD.

The geometry in XYZ format:
```
22
Properties=species:S:1:pos:R:3:nbo_charge:R:1
C 1.569 -1.345 1.383 -0.608
C 1.328 -1.734 -0.059 -0.377
C 2.355 -1.480 -1.143 -0.642
H 2.105 -1.996 1.886 0.202
H 0.651 -1.007 1.945 0.209
H 2.166 -0.480 1.391 0.201
H 1.200 -2.967 -0.158 0.177
H 0.293 -1.348 -0.425 0.198
H 2.473 -2.265 -1.792 0.211
H 1.947 -0.778 -1.783 0.215
H 3.339 -1.544 -0.801 0.215
C -2.864 0.963 0.332 -0.613
C -1.329 1.174 0.123 -0.394
C -1.038 2.481 -0.569 -0.605
H -3.087 -0.075 0.577 0.204
H -3.257 1.466 1.213 0.209
H -3.259 1.192 -0.666 0.203
H -0.785 1.044 1.083 0.195
H -0.916 0.312 -0.434 0.188
H -0.838 3.142 0.156 0.206
H -0.228 2.187 -1.285 0.213
H -1.923 2.763 -1.312 0.194
```

* net charge: 0
* SMILES: CCC.CCC

Here is 2 unconnected molecules or ions with the total composition C6H16 in a non-equilibrium geometry from the Open Molecules 2025 dataset. Energies are from ωB97M-V/def2-TZVPD.

The geometry in XYZ format:
```
22
Properties=species:S:1:pos:R:3:nbo_charge:R:1
C 1.725 1.524 1.247 -0.617
C 0.426 1.032 0.550 -0.228
C 0.333 -0.529 1.153 -0.610
C -0.805 1.821 0.879 -0.640
H 2.341 0.641 1.647 0.219
H 1.521 2.340 1.998 0.215
H 2.403 2.016 0.394 0.207
H 0.626 0.966 -0.558 0.205
H 1.248 -1.041 1.109 0.198
H -0.056 -0.512 2.106 0.195
H -0.358 -1.379 0.656 0.203
H -1.183 1.333 1.782 0.213
H -0.591 2.964 0.923 0.214
H -1.800 1.734 0.334 0.223
C -0.872 -2.269 -1.481 -0.611
C -0.550 -0.934 -2.046 -0.618
H -0.251 -2.677 -0.750 0.204
H -1.836 -2.349 -1.008 0.207
H -0.845 -3.075 -2.301 0.200
H -0.993 -0.834 -2.971 0.208
H 0.498 -0.753 -2.067 0.205
H -0.981 -0.020 -1.597 0.208
```

* net charge: 0
* SMILES: CC(C)C.CC

Values for energy above the lowest of the compared OMol25 structures with the same formula, charge and spin, kJ/mol, ordered as above
223.7 103.1 147.8 18.0 246.7 219.6